No. 1
DFT (ωB97M-V with the def2-TZVPD basis set) results for a single C3H7N3O molecule.

Output
2S+1: 1
Charge: 0
HOMO-LUMO gap in eV: 10.4088
LUMO energy in eV: 0.8
Electronic energy in eV: -9742.9114
Energy relative to the best compared isomer or geometry (same formula, charge and spin) in eV: 0.122

```
14
Properties=species:S:1:pos:R:3:forces:R:3:mulliken_charge:R:1
C -0.7496 -0.3003 2.4418 -0.051 -0.109 0.136 -0.806
N -0.2230 0.3765 1.2779 0.040 0.035 -0.132 -0.210
C 0.1440 -0.3141 0.1605 -0.050 -0.144 0.011 0.632
O 0.1825 -1.5309 0.0910 -0.037 0.400 0.033 -0.633
N 0.4624 0.5047 -0.9223 -0.048 0.046 -0.091 -0.269
C 0.6346 -0.0172 -2.1931 0.000 0.056 -0.073 0.007
N 0.6099 0.7527 -3.2023 0.049 -0.286 0.164 -0.651
H -0.9476 -1.3356 2.1614 0.036 0.127 0.068 0.305
H -1.6876 0.1683 2.7566 0.157 -0.076 0.000 0.296
H -0.0390 -0.2926 3.2746 -0.105 -0.002 -0.081 0.261
H -0.1647 1.3818 1.2867 -0.014 -0.143 -0.062 0.194
H 0.2504 1.4932 -0.8984 0.023 -0.111 0.039 0.279
H 0.7765 -1.0995 -2.1819 -0.024 0.131 -0.073 0.336
H 0.7513 0.2131 -4.0526 0.022 0.075 0.060 0.257
```
Positions in Å, forces in eV/Å.


No. 2
DFT (ωB97M-V with the def2-TZVPD basis set) results for a single C4HClFN molecule at a distorted geometry.

Output
2S+1: 1
Charge: 0
HOMO-LUMO gap in eV: 10.7869
LUMO energy in eV: -0.3
Electronic energy in eV: -20890.6975
Energy relative to the best compared isomer or geometry (same formula, charge and spin) in eV: 0.836

```
8
Properties=species:S:1:pos:R:3:forces:R:3:mulliken_charge:R:1
C -1.4812 0.2342 0.0602 0.511 0.410 4.409 0.182
C -0.0126 0.1786 -0.1613 2.991 -0.098 -0.209 -0.044
C 1.2219 0.0546 -0.0666 -3.284 -0.035 -1.015 0.310
C 2.5774 -0.2887 -0.2220 -4.346 1.297 0.676 0.012
H -1.5305 0.5536 1.1986 0.158 -1.817 -1.662 0.230
N 3.6556 -0.6062 -0.2250 3.404 -0.932 -0.235 -0.353
F -2.2122 1.2856 -0.3770 0.189 -0.335 -1.906 -0.211
Cl -2.2183 -1.4116 -0.2069 0.378 1.509 -0.059 -0.126
```
Positions in Å, forces in eV/Å.


No. 3
DFT (ωB97M-V with the def2-TZVPD basis set) results for 2 unconnected molecules or ions with the total composition F6NP2 at a distorted geometry.

Output
2S+1: 1
Charge: +1
HOMO-LUMO gap (alpha / beta) in eV: 6.9015 / 7.9317
LUMO energy (alpha / beta) in eV: -10.0 / -9.0
Electronic energy in eV: -36365.4935
Energy relative to the best compared isomer or geometry (same formula, charge and spin) in eV: 5.552

```
9
Properties=species:S:1:pos:R:3:forces:R:3:mulliken_charge:R:1
N -0.9004 -0.9739 -1.2395 -1.910 0.820 1.210 -0.228
F 1.4575 0.4783 -0.7783 -1.297 -1.653 -0.612 -0.128
F 1.0978 -0.8618 -2.8238 -0.758 0.846 2.064 -0.146
F 1.3773 -1.9965 -0.7828 -0.199 0.668 0.687 -0.131
F -1.7133 0.3170 2.5854 -0.059 -0.267 -0.580 -0.147
F 0.4828 0.9006 1.9160 -1.384 0.013 -0.957 -0.148
F -1.4927 2.1543 1.1314 0.029 0.561 -0.375 -0.121
P 0.6635 -0.7620 -1.3146 4.235 -0.261 -2.831 1.166
P -0.9725 0.7440 1.3062 1.344 -0.727 1.394 0.884
```
Positions in Å, forces in eV/Å.


No. 4
DFT (ωB97M-V with the def2-TZVPD basis set) results for a single C29H22ClNO4 molecule.

Output
2S+1: 1
Charge: 0
HOMO-LUMO gap in eV: 8.8441
LUMO energy in eV: -0.1
Electronic energy in eV: -52634.1141
Energy relative to the best compared isomer or geometry (same formula, charge and spin) in eV: 0.031

```
57
Properties=species:S:1:pos:R:3:forces:R:3:mulliken_charge:R:1
O -2.0579 0.3141 -3.6351 -0.206 -0.231 -0.264 -0.658
C -1.2418 0.6929 -2.8260 0.685 0.186 -0.204 0.599
N -1.5287 1.1152 -1.5810 -0.278 0.426 0.435 0.036
H -0.7615 1.3473 -0.9598 0.036 -0.114 -0.242 0.460
C -2.7545 0.7069 -0.9058 -0.020 -0.221 -0.209 -0.183
C -3.3319 1.8065 -0.0505 -0.002 0.115 -0.053 0.010
C -4.3131 1.4913 0.8827 -0.008 0.040 -0.031 -0.174
C -4.8715 2.4786 1.6729 -0.068 -0.065 0.017 -0.839
C -4.4568 3.7935 1.5395 0.004 0.116 0.021 -0.377
C -3.4856 4.1142 0.6079 -0.045 0.113 0.070 -0.793
C -2.9262 3.1264 -0.1848 0.011 -0.095 -0.046 -0.412
H -2.1764 3.3850 -0.9176 0.056 0.013 -0.048 0.420
H -3.1609 5.1382 0.4952 0.024 0.082 -0.005 0.400
H -4.8915 4.5647 2.1579 -0.030 0.061 0.054 0.391
H -5.6322 2.2216 2.3952 -0.062 -0.023 0.060 0.389
H -4.6347 0.4652 0.9882 -0.024 -0.097 0.046 0.424
C -2.3901 -0.5326 -0.1110 -0.095 -0.065 -0.026 0.279
C -2.6375 -1.7969 -0.6278 -0.062 0.086 -0.036 -0.528
C -2.1898 -2.9235 0.0405 0.022 -0.119 0.020 -0.837
C -1.4869 -2.7947 1.2260 -0.048 -0.114 0.019 -0.322
C -1.2338 -1.5360 1.7448 0.034 0.024 0.085 -0.861
C -1.6784 -0.4099 1.0765 -0.068 -0.058 -0.016 0.180
H -1.4672 0.5702 1.4785 0.029 0.124 0.080 0.470
H -0.6746 -1.4235 2.6604 0.080 0.014 0.076 0.325
H -1.1334 -3.6747 1.7433 0.025 -0.070 0.051 0.474
H -2.3869 -3.9036 -0.3690 -0.020 -0.092 -0.034 0.420
H -3.1748 -1.8965 -1.5600 -0.064 0.008 -0.108 0.399
H -3.4686 0.4469 -1.6975 0.143 0.014 0.166 0.624
C 0.2724 0.6701 -3.1136 -0.324 0.347 -0.127 -0.635
H 0.4509 0.5283 -4.1792 -0.094 0.034 0.183 0.369
H 0.7710 1.5702 -2.7420 -0.026 -0.128 -0.076 0.339
O 0.7990 -0.4911 -2.4672 0.136 -0.360 -0.096 -0.423
C 1.0960 -0.4016 -1.1725 -0.048 0.418 0.154 0.910
O 1.0707 0.6400 -0.5473 0.002 -0.182 -0.260 -0.754
C 1.4348 -1.7006 -0.5619 0.096 -0.291 0.236 0.671
C 1.1614 -2.9037 -1.2057 0.061 0.203 0.016 -1.154
C 1.4071 -4.1013 -0.5615 0.028 -0.077 0.039 -0.563
C 1.9128 -4.1043 0.7295 -0.011 -0.018 -0.066 -0.801
C 2.1794 -2.9107 1.3786 0.018 0.193 -0.014 -0.833
C 1.9508 -1.7010 0.7385 -0.394 -0.235 -0.169 1.521
C 2.2407 -0.4185 1.4586 0.115 -0.051 0.101 -0.433
O 1.6216 -0.0970 2.4468 0.067 -0.072 0.020 -0.640
C 3.3836 0.3707 0.9361 0.378 0.384 0.083 0.523
C 4.2880 -0.1487 0.0121 -0.210 0.052 0.240 0.006
C 5.3352 0.6254 -0.4489 0.155 0.193 -0.048 -1.028
C 5.4773 1.9273 0.0107 -0.213 -0.278 0.042 0.445
C 4.5882 2.4593 0.9340 0.050 0.005 -0.025 -0.709
C 3.5498 1.6765 1.3950 -0.034 -0.217 -0.050 -0.560
H 2.8404 2.0628 2.1106 -0.055 0.047 0.062 0.466
H 4.7132 3.4727 1.2817 0.029 0.087 0.011 0.422
Cl 6.7808 2.8943 -0.5732 0.171 0.136 -0.076 -0.215
H 6.0401 0.2269 -1.1619 0.074 -0.007 -0.050 0.419
H 4.1826 -1.1638 -0.3422 0.006 -0.066 -0.039 0.464
H 2.5665 -2.9086 2.3866 0.030 0.002 0.106 0.511
H 2.0937 -5.0406 1.2361 0.021 -0.082 0.040 0.422
H 1.1935 -5.0342 -1.0604 -0.025 -0.078 -0.045 0.440
H 0.7458 -2.8851 -2.2007 -0.054 -0.015 -0.072 0.506
```
Positions in Å, forces in eV/Å.


No. 5
DFT (ωB97M-V with the def2-TZVPD basis set) results for a gas-phase ion, C10H10F3N2 (charge +1) at a distorted geometry.

Output
2S+1: 1
Charge: +1
HOMO-LUMO gap in eV: 8.2222
LUMO energy in eV: -6.3
Electronic energy in eV: -21649.4650
Energy relative to the best compared isomer or geometry (same formula, charge and spin) in eV: 7.941

```
25
Properties=species:S:1:pos:R:3:forces:R:3:mulliken_charge:R:1
C 0.4509 -3.4371 -1.2164 2.730 -3.439 1.745 -0.308
C -0.2335 -3.1163 -2.3160 -1.181 -0.390 -3.355 -0.315
C 0.7656 -2.6067 -0.1581 -0.393 0.724 -1.072 -0.776
C -0.7820 -1.8203 -2.4974 -1.752 0.392 -0.370 -0.980
C 0.3401 -1.2653 -0.3470 0.074 0.633 1.760 0.712
C -0.4362 -1.1559 -1.3985 -0.053 -0.353 -1.204 0.965
C 0.6476 -0.2763 0.7266 -1.846 1.114 -1.344 0.517
C -0.3488 0.8614 0.9714 -3.220 -1.634 -2.357 -1.474
C -0.1400 2.1511 0.1371 -0.566 0.042 2.403 1.230
C -0.8737 3.3611 0.7932 3.171 0.899 2.081 -1.284
N 1.6858 -0.4992 1.3420 1.177 -1.261 0.884 -0.595
N -0.3890 2.0267 -1.2741 1.066 -1.145 -1.852 0.101
F 1.2150 2.3013 0.1156 0.755 0.904 0.375 -0.310
F -1.0851 3.0527 -1.7319 -0.799 0.934 -0.399 -0.162
F -1.2557 0.9350 -1.5623 -0.364 -0.716 0.390 -0.224
H 0.8759 -4.4769 -1.2378 -0.495 1.085 0.386 0.335
H -0.3218 -3.8962 -3.1662 -0.285 1.540 1.529 0.329
H 1.3746 -2.8256 0.7306 -0.306 0.084 -0.551 0.471
H -1.6113 -1.5704 -3.1990 1.219 -0.135 0.279 0.424
H -1.4461 0.4754 0.6706 2.296 0.741 0.931 0.312
H -0.4034 1.0939 2.0047 0.267 0.388 0.874 0.658
H -1.1779 3.0926 1.8664 0.772 0.634 -1.552 0.334
H -1.7130 3.7523 0.3244 -1.672 0.009 -1.189 0.433
H -0.1361 4.3021 0.7456 -1.373 -2.245 0.510 0.330
H 1.6954 0.0393 2.1700 0.779 1.192 1.098 0.277
```
Positions in Å, forces in eV/Å.


No. 6
DFT (ωB97M-V with the def2-TZVPD basis set) results for a single C22H19ClFN5OS molecule at a distorted geometry.

Output
2S+1: 1
Charge: 0
HOMO-LUMO gap in eV: 8.4362
LUMO energy in eV: 0.3
Electronic energy in eV: -58696.1719
Energy relative to the best compared isomer or geometry (same formula, charge and spin) in eV: 0.150

```
50
Properties=species:S:1:pos:R:3:forces:R:3:mulliken_charge:R:1
C -3.1969 -3.8938 1.1846 -0.185 -0.100 0.376 -0.948
N -2.6388 -3.2241 0.0466 0.101 0.152 -0.093 0.098
C -2.2223 -3.8232 -1.1013 0.137 -0.296 -0.336 -0.236
C -1.7710 -2.8611 -1.9609 0.031 -0.172 -0.042 -1.455
C -1.9206 -1.6208 -1.3107 -0.152 0.098 0.158 0.501
C -2.4588 -1.8753 -0.0729 -0.025 0.284 0.063 -0.425
C -2.8181 -0.9458 1.0483 0.015 -0.262 -0.108 -0.731
C -2.7053 0.4707 0.6279 0.273 0.090 0.280 0.438
N -3.6768 1.1668 0.1082 -0.602 -1.014 0.039 -0.619
N -3.2346 2.4003 -0.1444 0.129 0.963 -0.151 -0.618
C -1.9964 2.4626 0.2394 0.570 0.252 0.133 0.235
N -1.5835 1.2518 0.7506 -0.996 0.162 -0.438 0.487
C -0.3248 0.9310 1.2835 0.667 -0.228 0.317 -0.209
C 0.3028 -0.2610 0.9347 -0.107 0.301 0.098 0.662
C 1.5394 -0.5686 1.4689 0.199 0.082 0.346 -0.873
C 2.1441 0.3333 2.3252 -0.201 -0.085 -0.098 0.166
C 1.5378 1.5263 2.6770 0.144 -0.100 -0.011 -0.959
C 0.2906 1.8205 2.1605 -0.087 -0.215 -0.045 -0.339
H -0.2073 2.7369 2.4378 -0.019 0.000 0.071 0.628
H 2.0342 2.2044 3.3523 0.077 0.053 0.087 0.491
F 3.3568 0.0451 2.8330 -0.043 0.021 -0.011 -0.422
H 2.0401 -1.4884 1.2151 0.099 -0.094 -0.035 0.522
H -0.1680 -0.9331 0.2342 -0.016 -0.050 -0.068 0.302
S -0.9623 3.8579 0.0298 -0.270 0.281 -0.325 -0.207
C -0.6015 3.5848 -1.7465 -0.227 -0.097 0.353 -1.087
H -0.0285 4.4469 -2.0830 0.030 0.024 -0.045 0.458
H -1.5476 3.5144 -2.2809 0.165 -0.038 -0.028 0.503
C 0.1769 2.2855 -1.8525 -0.045 0.518 0.002 0.487
O -0.3047 1.2812 -2.3229 -0.107 -0.290 -0.160 -0.577
N 1.4194 2.3834 -1.3066 0.329 0.285 -0.019 0.053
C 2.3802 1.3829 -1.1374 0.176 -0.264 -0.020 0.405
C 2.2535 0.1147 -1.6965 -0.078 0.058 -0.138 -0.172
C 3.2359 -0.8342 -1.4847 0.224 0.081 0.122 -0.926
C 4.3466 -0.5226 -0.7168 -0.198 0.149 -0.033 0.452
C 4.4874 0.7397 -0.1604 -0.012 -0.114 -0.069 -0.826
C 3.5057 1.6863 -0.3732 -0.117 -0.060 -0.134 -0.497
H 3.6094 2.6704 0.0613 0.011 0.113 0.068 0.358
H 5.3525 0.9743 0.4386 0.086 0.002 0.055 0.447
Cl 5.5662 -1.7157 -0.4459 0.177 -0.179 0.048 -0.232
H 3.1373 -1.8172 -1.9171 0.006 -0.107 -0.036 0.441
H 1.3878 -0.1269 -2.2894 -0.036 -0.010 -0.007 0.439
H 1.6550 3.2704 -0.8800 -0.147 -0.192 -0.063 0.268
H -3.8577 -1.1138 1.3438 0.083 0.079 0.088 0.608
H -2.1729 -1.1246 1.9176 -0.109 0.005 0.009 0.395
H -1.6708 -0.6608 -1.7189 0.021 0.266 -0.012 0.735
H -1.3794 -3.0172 -2.9459 0.055 -0.096 -0.193 0.468
H -2.2784 -4.8875 -1.2196 -0.038 -0.197 0.022 0.358
H -2.6138 -3.6851 2.0854 -0.037 -0.056 -0.036 0.314
H -3.1912 -4.9676 1.0058 0.005 0.058 0.013 0.325
H -4.2279 -3.5742 1.3583 0.045 -0.060 0.004 0.315
```
Positions in Å, forces in eV/Å.


Let's list molecular weight in order: 101.11 117.51 189.94 483.95 215.20 455.95 g/mol.